240
Properties=species:S:1:pos:R:3:forces:R:3 method="wB97M-V/def2-TZVPD" energy_ha=-3873.714309 charge=-1 gap_ev="1.365 / 8.088" relative_energy_kj_mol=233.90 spin_multiplicity=2 lumo_energy_ev="1.88 / 1.94"
C -7.609371 3.093528 -1.685623 1.29 0.92 1.70
C -6.442854 2.784978 -0.655032 -1.63 -1.07 1.54
C -5.029923 2.950318 -1.260846 -0.03 0.10 1.11
C -4.478587 4.369979 -1.316458 -0.48 0.06 2.00
C -4.460501 4.985383 0.149369 -1.09 -1.54 -1.73
C -5.925466 4.870938 0.799017 -0.05 2.32 0.02
N -6.559256 3.524578 0.737874 2.86 -0.28 -2.56
O -7.782270 3.366901 1.424164 -0.16 0.80 -1.17
C -5.827354 5.215470 2.279726 1.40 1.36 0.51
C -6.758605 6.078163 0.100726 -1.12 -2.20 1.04
C -6.632752 1.250394 -0.220051 0.16 1.08 -0.37
H -8.258103 3.703441 -1.056928 -1.03 -0.66 -0.28
H -7.973500 2.141630 -2.072152 -0.42 0.45 -0.05
H -7.327388 3.802341 -2.464192 0.36 -0.34 -0.31
H -4.478220 2.316008 -0.567045 0.88 0.12 -0.36
H -4.956508 2.564646 -2.277689 -0.40 -0.53 0.28
H -5.139636 4.954789 -1.956077 0.15 0.25 -0.10
H -3.457531 4.416655 -1.695099 -0.08 -0.19 -0.24
H -4.098404 5.999030 -0.022370 -0.64 0.37 0.68
H -3.666086 4.482586 0.700920 -0.25 -0.29 0.32
H -6.740177 5.519058 2.792263 -0.20 -0.87 0.00
H -5.108985 4.614407 2.837188 -0.88 -1.31 0.16
H -5.205872 6.092161 2.462113 -0.09 0.93 -0.88
H -7.783117 5.888911 0.421120 -0.34 0.00 0.26
H -6.566794 7.073869 0.500561 0.67 -0.08 -0.47
H -6.875364 5.953988 -0.975864 0.72 0.48 -0.11
H -6.160290 0.673539 -1.015115 -0.47 -0.43 -0.07
H -7.676512 1.008805 -0.019326 -0.22 0.04 -0.79
H -6.199769 0.926135 0.726249 0.79 0.64 0.01
H -7.579233 2.891868 2.233305 0.44 -0.14 0.04
C -6.311023 0.704626 7.758438 -0.29 -0.60 0.43
C -6.366313 1.106558 6.235060 2.55 0.11 1.94
C -5.710474 2.478463 6.324880 -0.16 0.83 -1.80
C -4.193747 2.484180 6.486670 -1.07 0.55 0.22
C -3.489343 1.566864 5.499815 -0.01 0.13 0.01
C -4.078605 0.145353 5.285547 0.65 0.55 4.46
N -5.582119 0.221133 5.325802 2.29 4.60 -0.53
O -6.137249 -0.962064 5.365458 -1.36 -4.43 -0.26
C -3.497325 -0.525416 4.082957 -0.75 -0.62 -0.67
C -3.482326 -0.691774 6.538155 -0.45 -0.03 -0.11
C -7.768785 1.193050 5.729999 -1.36 -0.83 0.40
H -7.040151 1.281099 8.327782 -0.74 -0.30 -0.28
H -5.439232 1.024365 8.329273 0.66 0.00 -0.79
H -6.381693 -0.356266 7.998433 -0.46 -0.09 -0.27
H -6.012420 2.942591 5.385988 0.41 0.50 -0.34
H -6.156697 3.112947 7.090660 -0.24 -0.28 0.18
H -4.010477 2.390635 7.557065 0.50 -1.02 -0.01
H -3.831026 3.504024 6.358430 -0.02 0.16 -0.49
H -2.474004 1.498045 5.890272 0.23 -0.42 -0.41
H -3.420961 2.084034 4.542749 -0.11 0.08 -0.17
H -4.091390 -0.272240 3.204844 0.35 0.24 -0.27
H -2.435708 -0.309105 3.963524 -0.12 0.39 -0.07
H -3.537131 -1.611092 4.171477 -0.20 -0.11 0.10
H -2.393444 -0.719178 6.579206 0.19 -0.18 -0.96
H -3.627623 -0.332204 7.556825 -0.90 0.54 -0.11
H -3.865266 -1.712085 6.517619 0.05 -0.06 -0.07
H -7.963538 1.633649 4.752221 0.59 0.50 0.09
H -8.377988 1.655864 6.506389 -0.09 0.42 -0.22
H -8.209932 0.201282 5.630534 0.15 -0.23 0.16
H -6.344118 -1.146417 4.446319 -0.32 -0.48 -0.09
C 3.602817 4.649149 -2.157096 -0.60 -0.31 0.08
C 5.060325 5.017143 -2.537707 -1.86 -0.41 1.91
C 5.785365 5.252692 -1.134248 0.76 0.17 -0.05
C 6.374254 4.124236 -0.263385 -1.94 -1.25 -2.59
C 7.020125 3.115794 -1.265729 -0.24 0.85 0.66
C 6.222311 2.600541 -2.529721 0.62 1.26 1.64
N 5.606665 3.864678 -3.195118 3.78 -1.73 0.68
O 5.195103 3.555937 -4.473182 -1.37 -0.03 -0.63
C 7.399835 2.009160 -3.396892 -0.68 0.86 -0.40
C 5.180051 1.482081 -2.170697 0.92 1.66 -1.19
C 5.151173 6.384112 -3.325197 0.64 -1.60 0.43
H 2.944012 4.321402 -2.961246 0.21 0.61 -0.65
H 3.086324 5.408128 -1.569484 -0.02 0.14 -0.05
H 3.586909 3.721521 -1.584950 0.42 0.12 0.55
H 6.707796 5.812118 -1.290022 -0.38 0.92 -0.39
H 5.058691 5.757331 -0.497547 0.23 0.68 -0.26
H 5.506683 3.670014 0.215255 0.26 -0.42 0.51
H 7.080173 4.500230 0.477168 -0.07 -0.03 -0.13
H 7.412367 2.333817 -0.615536 0.12 -0.60 -0.64
H 7.845899 3.652328 -1.732959 0.40 0.01 0.28
H 7.031154 1.474239 -4.272135 0.07 0.00 -0.01
H 8.057349 2.823293 -3.701774 -0.37 0.37 -0.47
H 8.142718 1.404305 -2.876905 -0.71 -0.50 0.58
H 5.760920 0.560395 -2.136257 -0.52 -0.21 0.25
H 4.612632 1.716496 -1.270027 0.19 -0.22 0.05
H 4.516381 1.531498 -3.033950 -0.29 -0.70 0.07
H 4.457817 7.149995 -2.977663 0.04 -0.24 0.33
H 4.973447 6.255945 -4.392945 0.11 -0.10 0.01
H 6.181349 6.666376 -3.108022 -0.03 0.60 -0.59
H 5.768908 4.020131 -5.087088 0.32 0.07 0.02
C -2.205489 0.480586 -1.486618 -0.33 -1.60 -0.59
C -1.544908 0.298142 -0.093289 -0.52 0.81 0.93
C -1.332603 -1.196355 0.365701 -0.86 0.47 -2.30
C -0.061551 -1.793031 -0.066812 1.48 -0.44 -0.16
C 1.091542 -0.928108 0.340253 -1.08 0.74 -2.18
C 0.936666 0.496997 -0.334881 2.51 1.47 1.06
N -0.309899 1.078005 -0.029038 -1.67 -1.53 1.91
O -0.551384 2.421576 -0.348322 0.68 -0.21 -0.19
C 2.077397 1.306819 0.348198 0.43 0.02 0.94
C 1.216572 0.589766 -1.791964 0.91 -0.48 -1.79
C -2.435968 0.827581 1.001448 -1.62 0.98 1.02
H -2.108223 1.418353 -2.033632 0.91 0.04 0.41
H -3.269461 0.296289 -1.635280 -0.49 -0.08 1.17
H -1.846049 -0.381351 -2.048732 0.61 0.32 -0.77
H -1.557892 -1.351751 1.420781 -0.09 0.03 -0.21
H -1.909096 -1.784389 -0.348429 -1.71 0.06 0.91
H -0.034807 -1.939534 -1.146587 -0.13 0.26 -0.31
H 0.010960 -2.822826 0.282992 0.17 -0.05 0.43
H 1.948989 -1.344584 -0.188367 0.61 0.12 1.04
H 1.017804 -0.833612 1.423640 1.00 0.12 0.05
H 1.850853 1.558929 1.384158 -0.34 -0.17 0.20
H 2.961344 0.672028 0.409672 0.08 -0.13 -0.12
H 2.449062 2.245911 -0.061766 -0.57 0.05 -0.68
H 0.972083 1.553570 -2.238529 -1.40 -0.03 0.25
H 2.256696 0.711788 -2.094212 0.64 -1.12 0.54
H 0.786870 -0.277851 -2.292676 -0.11 0.33 -0.63
H -2.798691 1.851876 0.915675 0.15 0.23 -0.66
H -2.039018 0.833956 2.016576 0.75 -0.38 -0.15
H -3.354641 0.250569 1.107291 -0.11 -0.29 -0.34
H -0.475327 2.787712 0.535848 -0.06 0.68 0.00
C 0.071364 0.231594 7.790946 1.23 -0.40 0.92
C 1.487622 -0.112062 7.220025 -2.11 -2.69 0.95
C 1.296489 -1.014878 6.012565 1.39 -1.05 0.64
C 1.045057 -0.307029 4.790598 -1.46 0.45 -1.25
C 1.908910 0.867301 4.511496 -0.53 -1.12 -0.58
C 2.095045 1.848601 5.661996 -3.16 -1.97 -1.26
N 2.233518 1.003823 6.909004 1.07 0.68 -6.88
O 2.522837 1.835880 7.863423 1.39 2.22 4.51
C 3.307910 2.623540 5.238191 -0.25 0.57 0.78
C 0.738964 2.682807 5.577955 -0.32 0.48 0.89
C 2.339358 -1.049583 8.178889 -1.83 1.64 0.31
H -0.315246 -0.724353 8.144216 -0.67 0.15 -0.19
H -0.561930 0.779718 7.093372 -0.01 -0.48 -0.08
H 0.180368 0.863430 8.672426 0.03 0.13 0.09
H 2.227732 -1.573513 5.918744 0.12 -0.29 -0.14
H 0.480385 -1.736974 6.038307 0.09 -0.20 1.11
H -0.008537 -0.041948 4.878720 -0.34 0.28 -0.78
H 1.231876 -0.991642 3.963241 -0.73 -0.13 -0.27
H 1.367811 1.306161 3.673225 0.73 0.65 -0.26
H 2.783130 0.326740 4.148667 0.90 0.97 0.02
H 3.153499 2.791417 4.172321 0.48 0.03 -0.03
H 3.381765 3.607189 5.701959 0.29 -0.11 0.26
H 4.156387 1.972262 5.447998 0.34 0.34 -0.27
H 0.529423 3.243034 4.666728 1.05 0.22 -0.31
H -0.206285 2.140320 5.595807 0.36 -1.02 0.17
H 0.557706 3.380983 6.395145 0.59 0.22 0.22
H 1.757188 -1.946151 8.391819 0.17 -0.16 -0.16
H 2.363376 -0.476832 9.105969 0.82 -0.29 0.31
H 3.295696 -1.273925 7.706454 -0.03 0.13 0.32
H 3.453098 1.624700 7.971230 0.33 0.73 0.89
C 7.273822 -5.469222 2.071060 0.52 -0.42 -0.51
C 5.726308 -5.377736 2.023922 -0.99 1.16 -1.04
C 5.167865 -5.072485 3.444765 0.94 0.31 0.30
C 5.507261 -3.686281 4.015991 0.97 -0.64 -0.45
C 4.992128 -2.634961 3.071284 0.63 -0.59 -0.91
C 5.430693 -2.864993 1.548053 -0.96 0.67 0.82
N 5.245404 -4.274047 1.118360 -1.07 0.13 4.63
O 5.625079 -4.448022 -0.159956 1.03 -0.03 -2.29
C 4.288665 -2.038687 0.795115 2.45 -0.12 0.37
C 6.834697 -2.216743 1.250514 -0.06 0.05 0.16
C 5.043671 -6.678020 1.500698 0.04 0.09 -0.01
H 7.812545 -5.465274 1.123507 -0.83 -0.13 -0.77
H 7.599780 -6.426113 2.478753 -0.09 0.08 0.58
H 7.818219 -4.637138 2.517560 -0.57 -0.05 0.83
H 4.094433 -5.067793 3.634041 -0.24 -0.96 -0.95
H 5.661659 -5.866353 4.005162 -0.35 0.00 0.66
H 6.587418 -3.593274 4.128754 0.13 0.14 0.19
H 5.042836 -3.585303 4.996915 0.09 0.03 0.10
H 5.336348 -1.647916 3.380063 -0.07 0.12 -0.14
H 3.904315 -2.642456 3.139876 -0.08 0.02 -0.19
H 4.570249 -0.988761 0.875619 -0.12 0.21 0.02
H 4.427600 -2.272714 -0.260360 -0.87 0.16 -0.23
H 3.306258 -2.153281 1.253210 0.22 -0.47 -0.52
H 7.788619 -2.674892 1.511746 -0.44 -1.02 0.59
H 7.041349 -2.048745 0.193552 -0.66 0.43 -0.16
H 6.888772 -1.301187 1.839533 -0.22 0.43 -0.48
H 5.317882 -7.573059 2.059100 0.37 0.08 0.15
H 5.211260 -6.877425 0.442283 0.45 0.18 0.03
H 3.957533 -6.628058 1.577518 -0.05 0.44 0.23
H 4.935785 -3.926628 -0.577828 -0.02 -0.37 -0.95
C 4.080553 -7.046998 -7.044579 -0.04 1.46 0.33
C 2.973532 -6.555353 -6.035664 -2.06 -0.69 -1.90
C 2.958655 -7.528921 -4.893938 2.08 -2.31 -1.16
C 2.292804 -7.200272 -3.651573 -0.02 0.51 -1.07
C 2.923140 -5.912313 -3.218527 -0.39 -0.81 1.63
C 2.849212 -4.739508 -4.145467 -0.14 0.58 -0.75
N 3.272391 -5.248879 -5.504557 1.35 1.27 -0.01
O 3.396182 -4.218135 -6.563552 -0.35 -1.48 1.92
C 1.399656 -4.141251 -4.145892 0.73 -0.46 -1.03
C 3.866003 -3.620203 -3.697610 -0.96 0.23 -0.77
C 1.521733 -6.517587 -6.792852 1.83 0.36 0.31
H 4.082298 -6.331796 -7.867125 -0.04 -0.27 -0.31
H 4.049447 -8.074231 -7.407775 -0.75 0.04 0.10
H 5.072929 -6.944002 -6.605622 -0.03 0.13 0.39
H 2.756964 -8.560243 -5.183410 -0.53 0.03 -0.80
H 4.020000 -7.626161 -4.665469 0.40 0.04 0.34
H 2.534315 -7.965036 -2.913400 -0.62 -0.01 0.10
H 1.235510 -7.058645 -3.875598 -0.32 -0.24 0.69
H 3.975342 -6.097491 -3.002482 -0.02 -0.09 0.41
H 2.291985 -5.907555 -2.329865 0.74 2.02 0.83
H 1.046695 -3.740713 -3.195583 0.42 0.28 -0.05
H 1.422417 -3.410859 -4.954675 -0.37 0.58 0.35
H 0.648409 -4.863626 -4.465111 0.11 -0.32 0.11
H 4.899976 -3.662488 -4.039962 -0.03 -0.96 0.04
H 3.536989 -2.699835 -4.180073 -0.21 0.25 0.29
H 3.843570 -3.486763 -2.616040 -0.14 -0.01 0.01
H 0.737736 -6.430377 -6.040624 -0.14 -0.24 -0.28
H 1.374045 -7.302981 -7.534095 -0.07 -0.51 0.53
H 1.512708 -5.634973 -7.432386 -0.11 0.29 0.17
H 2.471950 -4.031974 -6.744486 -0.31 0.37 -0.37
C -3.495818 0.163163 -8.790243 -0.43 -1.40 0.01
C -4.261281 -0.582772 -7.622704 0.22 0.58 -0.01
C -3.289594 -1.323922 -6.648243 1.76 1.06 1.06
C -2.473557 -0.355069 -5.677666 -1.70 -0.76 -1.10
C -3.551356 0.414250 -4.899334 0.33 2.22 0.17
C -4.654747 1.170425 -5.701108 -1.41 0.91 -1.64
N -5.121729 0.347862 -6.870646 -0.66 -0.34 2.16
O -6.206035 0.992374 -7.592558 1.64 -0.39 0.12
C -5.881875 1.515432 -4.740727 2.04 0.04 -0.80
C -4.127475 2.551584 -6.284734 1.47 -0.90 0.22
C -5.187250 -1.662863 -8.162690 -0.54 -0.41 -0.62
H -2.739123 0.885780 -8.484732 -0.51 0.24 0.13
H -4.261823 0.517559 -9.479979 0.03 0.82 0.29
H -2.963279 -0.532319 -9.438942 0.21 -0.49 0.27
H -3.711058 -2.077989 -5.983530 -0.92 0.27 -0.13
H -2.554280 -1.922693 -7.185728 -0.07 0.18 -0.66
H -1.791585 0.252296 -6.272756 -0.35 0.54 -0.02
H -1.787480 -0.906328 -5.034617 -0.37 -0.24 0.23
H -3.114084 1.282439 -4.406250 0.64 0.07 0.18
H -3.984502 -0.046988 -4.011783 -0.14 -1.00 -0.49
H -6.654376 2.046829 -5.296563 -0.30 -0.69 -0.01
H -6.128127 0.628070 -4.157595 -0.64 0.10 -0.22
H -5.514769 2.278962 -4.054896 0.11 -0.12 0.13
H -3.489202 3.057107 -5.560048 -0.35 0.25 0.42
H -3.394152 2.313814 -7.055319 -0.04 -0.14 -0.22
H -4.783666 3.283110 -6.756321 -0.61 -0.46 0.37
H -6.202773 -1.340675 -8.392961 0.13 0.52 -0.11
H -5.346938 -2.442618 -7.417986 0.31 -0.14 -0.09
H -4.818458 -2.076749 -9.101182 0.21 -0.30 0.13
H -6.952565 0.418492 -7.405579 -0.12 -0.05 0.11